Run P
Below is 2 unconnected molecules or ions with the total composition C6H13NO, with properties calculated with the ωB97M-V functional and the def2-TZVPD basis.

Each line ends with the Mulliken charge.
Geometry (Å):
H: 0.405 -2.540 -0.405  0.34
C: -0.840 1.422 -0.331  -0.54
N: 0.122 -0.669 0.527  0.26
H: -2.203 1.324 -1.937  0.26
H: 1.345 1.513 -1.717  0.36
C: 1.288 0.555 -1.212  -1.25
H: -0.582 -0.451 -1.379  0.29
C: 0.893 -1.877 0.324  -1.03
H: -0.465 1.973 0.523  0.42
H: 1.886 -1.626 -0.047  0.25
C: -1.837 1.873 -1.077  -0.84
H: -0.542 -1.003 2.437  0.35
H: 2.494 0.807 0.806  0.27
O: 1.657 0.622 1.259  -0.56
H: -1.655 -1.625 1.160  0.30
H: -2.288 2.838 -0.887  0.29
C: -0.039 0.189 -0.654  0.79
C: -0.981 -0.812 1.459  -1.11
H: 1.883 -0.237 -1.656  0.34
H: 1.025 -2.375 1.282  0.38
H: -1.567 0.099 1.526  0.43

As for the net charge: 0. The molecular weight is 115.18 g mol⁻¹. The value obtained for the HOMO energy (spin up / spin down) is -7.966 / -8.306 eV.

Run Q
Below is C6H13NO in the gas phase, with properties calculated with the ωB97M-V functional and the def2-TZVPD basis.

Each line ends with the Mulliken charge.
Geometry (Å):
H: 1.786 2.012 1.104  0.42
C: -0.139 2.415 -0.622  -1.63
H: -0.673 2.385 -1.574  0.38
C: -0.089 -3.348 -0.691  -0.07
H: 1.366 0.402 1.736  0.33
H: -0.754 -1.495 1.211  0.31
C: 0.972 1.303 1.255  -1.51
H: -1.531 0.517 1.076  0.45
C: 0.243 1.031 -0.057  1.02
H: -0.164 -3.941 0.236  0.30
H: 0.966 0.587 -0.734  0.25
O: -0.132 -3.936 -1.739  -0.46
H: 0.056 -1.395 -1.533  0.32
N: -0.882 -1.250 0.232  -0.34
H: 0.747 3.044 -0.688  0.41
H: -1.736 0.352 -0.701  0.32
C: -1.050 0.232 0.151  -1.12
H: 0.423 1.851 2.029  0.35
H: -0.841 2.822 0.113  0.35
C: 0.194 -1.862 -0.546  -0.34
H: 1.239 -1.724 -0.256  0.25

Its SMILES is CC(C)CNCC=O. As for the net charge: 0. The molecular weight is 115.18 g mol⁻¹. The value obtained for the HOMO energy is -9.081 eV.

Most stable to least stable, the ends of the list are run Q and run P.